The following is a DFT calculation (ωB97M-V/def2-TZVPD) of a structure of composition C42H32ClN4O10PV.

The geometry in XYZ format:
```
91
Properties=species:S:1:pos:R:3:forces:R:3:mulliken_spin:R:1
H -4.616302 -1.410834 -2.013665 -0.01 0.00 0.00 0.000
C -2.769359 2.513485 -1.393979 -0.02 0.00 -0.05 0.005
C -4.959272 2.073570 -2.299545 0.00 0.01 -0.01 0.000
O 2.846832 2.208838 -0.462686 -0.09 0.19 0.03 0.000
C -1.226127 -3.477040 2.670409 -0.01 -0.01 -0.03 -0.003
H 0.801168 4.517126 0.899946 0.01 -0.03 0.00 0.000
C 0.177184 1.873842 -4.845806 -0.01 -0.02 -0.01 0.000
C -0.412822 0.622272 -5.004414 0.01 0.02 0.02 0.000
H 2.268200 -5.017068 -3.619911 0.00 -0.01 -0.01 0.000
O 2.938900 0.747397 4.832038 0.00 -0.05 -0.09 0.000
H 1.865042 -0.889378 4.067160 0.01 0.04 -0.09 -0.001
C 2.416000 -4.175553 -2.953792 -0.02 0.00 -0.01 0.000
H -0.867155 -1.251776 -4.075797 0.00 0.00 0.00 0.000
C 1.776554 3.275818 2.392501 0.03 -0.05 0.09 0.018
H 4.053537 2.872206 5.473514 0.00 0.00 0.00 0.000
C -1.340029 -1.965075 -1.357306 0.02 -0.03 0.02 -0.008
H 3.894369 5.093176 4.334101 0.00 0.01 0.00 0.000
C 0.871599 3.504648 1.295004 -0.02 0.11 -0.08 0.012
C 2.725671 1.907357 4.148285 -0.04 -0.06 0.05 0.007
C -2.493896 -1.304983 -1.777281 -0.04 -0.03 0.02 0.001
O 4.719041 1.633685 -1.579504 0.05 0.01 -0.12 0.000
H -0.533347 -3.742284 -0.450538 -0.02 0.00 0.02 0.000
O 1.045100 -3.791902 0.962190 -0.08 -0.09 -0.02 0.000
H -4.071481 1.001153 -0.649704 -0.01 0.01 0.00 0.002
C 1.893118 -0.230681 4.931529 0.00 0.11 0.03 0.001
Cl 5.799995 -0.186351 0.535182 0.03 -0.01 0.01 0.000
H 4.824138 -2.664919 -1.094635 0.00 0.01 0.00 0.000
C -2.353806 0.565422 2.999710 0.07 0.00 -0.09 -0.004
O -1.699498 0.968208 0.046656 0.13 -0.05 0.10 -0.016
O -3.304234 -4.186002 3.649175 0.02 0.01 -0.01 0.001
C -3.592993 3.803448 -3.253382 -0.01 -0.02 0.01 0.000
H -2.732150 -4.873882 -0.330411 0.00 -0.01 0.01 0.000
H -5.883931 1.508815 -2.279235 -0.01 0.00 0.00 0.000
C 2.791740 -2.036611 -1.221047 0.02 -0.06 -0.01 -0.005
C -2.885572 -1.881652 3.304225 -0.02 0.03 0.00 -0.002
C -4.779625 3.079988 -3.239482 0.03 -0.01 0.02 0.000
C 0.780963 1.318495 -2.580299 0.03 0.01 0.02 0.004
C 1.005873 -2.819529 1.749780 -0.07 0.07 -0.12 -0.002
C -1.427002 -3.254403 -0.833055 0.02 0.02 -0.03 0.001
H 2.391417 5.325682 2.372172 0.00 0.00 0.00 0.000
H -3.829323 -1.591165 3.740890 -0.01 0.00 0.00 0.000
C -3.724668 -1.936223 -1.693315 0.01 0.02 0.00 0.001
N 0.628726 -0.345294 -0.015695 -0.08 0.36 0.27 -0.067
H -2.434485 -0.292008 -2.149667 0.01 -0.03 -0.01 0.000
C 2.497085 4.373519 2.879349 -0.05 0.04 -0.06 -0.003
H -5.558625 3.297566 -3.960502 -0.01 0.00 0.00 0.000
H -1.661626 4.073472 -2.330769 0.01 0.00 0.00 0.000
H -2.862309 -5.031666 3.515323 0.00 0.03 0.00 0.000
N 0.073220 2.638893 0.804674 0.16 -0.50 0.00 -0.005
O 1.362033 0.919964 2.507378 -0.29 0.01 0.14 0.021
O -3.413776 0.896131 3.507695 -0.08 0.03 0.06 0.001
C -3.811585 -3.223940 -1.180590 0.02 0.00 0.01 0.000
N -0.841365 3.102920 -0.127875 -0.08 0.16 -0.15 -0.006
H 2.130636 -0.801332 5.830714 0.00 0.01 0.02 0.000
H 1.268010 3.169223 -3.518460 0.00 0.01 0.00 0.000
N -0.838279 -1.170212 2.278847 0.11 0.10 -0.01 -0.020
P 0.249305 -1.094836 -1.361703 0.01 0.10 -0.01 0.009
C -2.470203 -3.199465 3.202667 -0.02 -0.05 0.01 0.005
H -3.443140 4.583137 -3.990487 0.00 0.01 0.00 0.000
C 3.955873 1.636552 -0.608679 0.00 -0.11 0.04 0.000
C 0.777844 2.212918 -3.645608 0.01 -0.02 0.02 0.001
C 0.174766 0.078107 -2.735117 -0.03 -0.08 -0.04 -0.007
H -0.876547 0.351850 -5.945324 0.00 0.00 -0.01 0.000
C -2.593774 3.525103 -2.332810 0.00 0.01 -0.02 -0.001
V -0.030857 0.619992 1.270292 -0.30 -0.09 -0.21 1.075
C 3.421242 3.009813 4.604612 -0.01 0.03 -0.02 0.000
C -2.666185 -3.876849 -0.748971 0.03 -0.01 -0.01 0.000
C -3.955764 1.787400 -1.385085 -0.02 -0.01 0.03 0.000
H -0.853979 -4.490201 2.569132 0.00 0.00 -0.01 0.000
H 0.371718 -3.541196 -3.070032 -0.02 0.00 -0.01 0.000
C 3.327464 4.247164 3.967196 0.03 -0.03 0.05 0.001
O 1.912789 -2.157911 2.257091 0.14 0.03 0.08 0.001
C -2.031575 -0.910554 2.833835 0.09 -0.04 -0.02 0.010
H 0.923327 0.256886 5.060295 -0.01 0.00 -0.02 0.001
C 1.349889 -3.345369 -2.647038 0.00 -0.01 -0.03 0.000
C 1.903979 2.006356 2.991968 0.32 -0.09 -0.04 -0.019
C -0.416583 -2.442055 2.220664 -0.04 -0.01 0.03 0.011
H 2.924470 -1.216153 -0.529598 -0.01 0.00 0.01 0.000
O -1.400997 1.324017 2.607850 -0.01 -0.02 0.06 -0.010
H 4.527999 1.561795 1.478916 -0.01 -0.01 -0.02 0.000
C -0.407169 -0.277898 -3.953616 -0.01 0.05 0.00 0.000
H 0.174541 2.577681 -5.669976 0.00 0.01 0.00 0.000
C 4.330423 0.855205 0.674072 -0.01 0.00 0.05 0.000
H 4.497224 -4.588974 -2.638096 0.01 -0.01 -0.01 0.000
H 3.512670 0.206826 0.984630 0.01 0.02 0.01 -0.001
C 3.857393 -2.864532 -1.537025 -0.01 -0.04 -0.03 -0.001
C 3.667693 -3.933967 -2.399618 -0.01 0.04 0.03 0.000
H 1.298237 1.586046 -1.660799 0.01 0.02 0.02 -0.003
C 1.539637 -2.277618 -1.777167 0.06 0.09 0.09 -0.004
C -1.697064 2.168483 -0.418066 0.07 -0.14 0.04 -0.002
H -4.776122 -3.712308 -1.104549 0.00 0.00 0.00 0.000
```
Forces are in eV/Å.

Values from the calculation:
2S+1 = 2
HOMO-LUMO gap (alpha / beta) = 6.726 / 6.790 eV
ΔE to the lowest compared entry with this formula, charge and spin = 0.0 kJ/mol
Strongest force on any atom = 0.52 eV/Å
LUMO (alpha / beta) = 3.90 / 3.90 eV
Charge = -2

The following is a DFT calculation (ωB97M-V/def2-TZVPD) of a structure of composition C11H7CdN2O6 at a distorted geometry.

The geometry in XYZ format:
```
27
Properties=species:S:1:pos:R:3:forces:R:3:nbo_charge:R:1
C 2.828444 1.526056 0.802077 3.10 -0.34 0.52 0.396
N -3.025616 -3.884630 0.802778 0.39 0.43 0.34 -0.801
O -0.302372 2.589172 -3.654399 0.87 -0.54 2.63 -0.390
H -2.615367 -4.028206 -0.105004 -0.07 0.00 0.15 0.393
C -2.533017 -2.971724 1.702611 -0.95 -1.13 0.52 0.631
C 0.096276 3.945343 0.823028 -1.56 2.99 2.17 0.438
H -1.175956 -1.110955 3.116942 -0.10 -0.16 -0.20 0.271
C -0.598099 -0.640654 -0.635721 -0.05 0.23 0.65 0.046
H 0.201104 0.758088 2.262185 -0.21 -0.24 -0.31 0.213
N -0.084841 0.257843 0.240819 -0.33 -0.51 0.23 -0.602
H -0.387516 -0.474543 -1.699030 -0.13 -0.04 0.48 0.217
O -0.230665 4.859882 1.424898 1.10 -2.56 -1.76 -0.362
C 3.562430 -0.966422 -3.318571 0.56 -1.84 -0.50 0.487
Cd 0.930956 2.183859 -0.463528 -0.43 -1.46 0.28 1.535
C -0.265937 0.050127 1.568756 -0.38 -0.40 -0.65 0.036
C 2.647750 3.679730 -0.979282 0.21 3.48 4.32 0.123
O 3.180035 4.697401 -1.134942 -0.01 -1.72 -2.09 -0.446
O -2.858924 -2.989055 2.880684 0.53 0.36 -0.99 -0.555
O 3.900308 -2.012624 -3.618586 -0.57 1.84 0.51 -0.485
C -0.048346 2.427149 -2.550736 -1.46 0.82 -3.09 0.377
H 2.234856 2.438074 -1.664906 0.97 -1.11 -2.71 -0.345
C -1.032150 -1.010464 2.045198 0.16 0.14 -0.06 -0.180
C -1.624563 -1.913077 1.150282 0.58 0.97 -0.31 -0.053
H -1.778967 -2.378354 -0.983914 0.07 0.17 0.21 0.235
H -3.576803 -4.637565 1.187886 0.04 0.09 -0.02 0.424
C -1.374792 -1.721903 -0.216369 0.23 0.21 0.05 -0.204
O 3.931774 1.327453 1.016846 -2.59 0.32 -0.36 -0.399
```
Forces are in eV/Å.

Values from the calculation:
HOMO-LUMO gap = 6.590 eV
Strongest force on any atom = 5.55 eV/Å
LUMO = -4.03 eV
Charge = +1

The following is a DFT calculation (ωB97M-V/def2-TZVPD) of the ion C3H8N5 with charge +1 at a distorted geometry.

The geometry in XYZ format:
```
16
Properties=species:S:1:pos:R:3:forces:R:3:nbo_charge:R:1
C -0.206982 0.766880 0.521413 0.50 -1.98 0.26 0.264
C 2.124896 0.276983 0.006129 -0.83 -0.15 -2.47 0.362
N -1.535838 -1.175948 -0.450970 2.16 -1.47 0.41 -0.587
N -0.315354 -0.707024 0.160623 -1.55 -0.67 -0.69 -0.184
H -1.266771 1.485490 -1.061055 0.18 -0.06 0.58 0.406
H 0.447446 -2.606125 -0.018970 1.16 1.65 0.55 0.219
H -0.186423 0.604704 1.606618 -0.24 1.48 0.03 0.218
H -2.070540 1.797515 0.357007 0.36 -0.28 0.60 0.426
N 1.093325 1.129472 -0.030470 -1.11 1.36 0.27 -0.563
N -1.172243 1.572018 -0.043429 -0.53 0.58 -1.02 -0.843
H -1.258788 -2.199646 -0.515578 -1.63 1.39 -0.31 0.376
H -2.347326 -1.033676 0.147645 0.27 -0.18 0.29 0.385
C 0.722476 -1.505580 0.189387 -0.74 -0.25 -1.58 0.325
N 1.973216 -1.018892 0.090833 0.17 -1.00 1.97 -0.503
H 0.938916 2.051563 -0.512852 1.51 -1.08 0.69 0.462
H 3.059993 0.562266 -0.446330 0.33 0.64 0.42 0.236
```
Forces are in eV/Å.

Values from the calculation:
HOMO-LUMO gap = 9.318 eV
ΔE to the lowest compared entry with this formula, charge and spin = 171.9 kJ/mol
SMILES = N[C@@H]1[NH+]=CN=CN1N
Strongest force on any atom = 2.65 eV/Å
LUMO = -4.73 eV
Charge = +1